1.
# C4H10BrPS

The molecule C4H10BrPS in a non-equilibrium geometry (the ωB97M-V functional and the def2-TZVPD basis, the Open Molecules 2025 dataset).

Geometry as XYZ:
```
17
C4H10BrPS the ωB97M-V functional and the def2-TZVPD basis
C 1.602 -0.092 0.078
C 0.288 0.956 1.860
C -0.947 -0.700 -2.029
C 0.240 0.603 0.377
P -1.180 -0.630 -0.225
S -1.272 -2.333 0.726
Br -2.881 0.689 -0.146
H 1.868 -0.045 -0.911
H 2.370 0.389 0.868
H 1.683 -1.239 0.346
H -0.036 0.169 2.397
H -0.504 1.706 2.019
H 1.233 1.377 2.253
H -0.483 0.287 -2.498
H -0.373 -1.704 -2.317
H -1.832 -0.890 -2.622
H 0.224 1.457 -0.175
```

- energy relative to the best compared isomer or geometry (same formula, charge and spin) (eV) = 0.863
- multiplicity = 3
- E_HOMO (spin up / spin down) (eV) = -4.568 / -9.832
- E_LUMO (spin up / spin down) (eV) = 0.72 / -3.34
- HOMO-LUMO gap (spin up / spin down) (eV) = 5.284 / 6.497
- ⟨S²⟩ = 2.005

Atom charges from the Löwdin analysis, given in e for atoms 1 to 8: -0.144, -0.128, -0.359, -0.528, -0.105, 0.358, 0.250, 0.016

***

2.
# C4H10Cl2IN2OP

A structure of composition C4H10Cl2IN2OP in a non-equilibrium geometry (the ωB97M-V functional and the def2-TZVPD basis, the Open Molecules 2025 dataset).

Geometry as XYZ:
```
21
C4H10Cl2IN2OP the ωB97M-V functional and the def2-TZVPD basis
C -0.345 -1.500 -0.716
C 1.278 -1.526 0.887
C -1.681 -1.642 -1.369
C 1.546 -0.188 1.609
N -0.501 3.404 -1.137
N -0.097 -1.796 0.473
O -0.215 1.156 -2.085
P -0.963 1.829 -1.007
Cl -2.832 -0.414 -0.939
Cl 1.122 1.277 0.760
I 0.096 2.625 -4.952
H 0.425 2.128 -3.420
H 0.457 -1.241 -1.378
H 1.550 -2.308 1.507
H 1.930 -1.619 -0.005
H -2.158 -2.562 -0.999
H -1.638 -1.756 -2.493
H 2.635 -0.191 1.835
H 0.951 -0.190 2.538
H 0.280 3.765 -1.726
H -0.796 4.155 -0.622
```

- energy relative to the best compared isomer or geometry (same formula, charge and spin) (eV) = 0.953
- E_HOMO (eV) = -9.214
- E_LUMO (eV) = 0.53
- HOMO-LUMO gap (eV) = 9.742

Atom charges from the Löwdin analysis, given in e for atoms 1 to 8: -0.300, -0.279, -0.589, -0.567, -0.179, 0.053, -0.601, 0.602